one | {"formula": "CH2Cl3OP", "method": "the ωB97M-V functional and the def2-TZVPD basis", "gap_ev": [8.078, 8.078], "symbols": ["C", "O", "P", "Cl", "Cl", "Cl", "H", "H"], "xyz": [[-1.9033, -0.0035, -0.4783], [-0.8188, -0.0331, 2.0876], [-0.7213, 0.1595, 0.6599], [-3.0273, -1.2723, -0.0796], [0.1784, 1.9476, 0.2617], [4.3690, -0.8283, -0.1016], [3.6439, -0.0950, -0.7796], [-1.7207, 0.1251, -1.5700]]}

---

two | {"formula": "CH2Cl3OP", "method": "the ωB97M-V functional and the def2-TZVPD basis", "gap_ev": [8.600, 5.390], "symbols": ["C", "O", "P", "Cl", "Cl", "Cl", "H", "H"], "xyz": [[-0.1093, -0.1472, -0.5696], [-1.6961, 2.3406, -0.7916], [-1.6619, 0.9325, -0.9858], [1.0356, 0.1572, -1.8908], [-2.3171, 0.4621, -2.7571], [-3.4583, 0.3768, 2.0446], [-0.5606, -1.1449, -0.5659], [0.4493, 0.0701, 0.2703]]}

---

one takes first place; second place is 25.5 kcal/mol up.

---

one | {"formula": "C5H8NO", "method": "the ωB97M-V functional and the def2-TZVPD basis", "gap_ev": 5.998, "charge": -1, "smiles": "C=C[C@@H]1[C@@H](C)N1[O-]", "symbols": ["C", "C", "C", "C", "C", "N", "O", "H", "H", "H", "H", "H", "H", "H", "H"], "xyz": [[2.3795, 0.5215, -0.4792], [1.5484, 0.8039, 0.5031], [0.0726, 0.6521, 0.4336], [-0.6454, -0.4059, -0.4175], [-1.6862, -1.3230, 0.1459], [-0.8273, 1.0216, -0.7694], [-2.0326, 1.6508, -0.5495], [3.5275, 0.7299, -0.4467], [2.0527, -0.1686, -1.2167], [1.9695, 1.3775, 1.4950], [-0.6021, 0.6114, 1.3612], [0.1856, -0.8777, -1.0032], [-1.6058, -1.4296, 1.2145], [-1.6928, -2.3078, -0.2733], [-2.6436, -0.8561, 0.0021]]}

---

two | {"formula": "C5H8NO", "method": "the ωB97M-V functional and the def2-TZVPD basis", "gap_ev": [6.016, 6.836], "charge": -1, "symbols": ["C", "C", "C", "C", "C", "N", "O", "H", "H", "H", "H", "H", "H", "H", "H"], "xyz": [[-0.5564, -1.5738, 0.1941], [0.0697, -1.6986, -0.8645], [-0.1898, -0.3907, 1.1003], [0.4215, 0.7157, 0.2005], [-0.5019, 1.4649, -0.7767], [1.6356, 0.3647, -0.4556], [2.5342, -0.2011, 0.3088], [-1.3896, -2.0716, 0.5821], [0.1931, -2.5207, -1.5417], [-1.0099, -0.1231, 1.6974], [0.6210, -0.6253, 1.6757], [0.6129, 1.5632, 0.9488], [-0.2165, 2.4353, -1.0518], [-1.5163, 1.7259, -0.3284], [-0.7077, 0.9351, -1.6889]]}

---

one takes first place; second place is 26.1 kcal/mol up.

---

one | {"formula": "C6H6N2O2", "method": "the ωB97M-V functional and the def2-TZVPD basis", "gap_ev": [8.226, 7.001], "symbols": ["C", "C", "C", "C", "C", "C", "N", "N", "O", "O", "H", "H", "H", "H", "H", "H"], "xyz": [[-2.7282, -0.3706, -1.0369], [-3.2540, 0.3681, -2.0402], [-1.3760, 1.2930, -1.6377], [-1.4174, 0.2486, -0.7820], [1.2395, 0.6992, 1.5752], [3.0916, -1.1587, 1.7001], [0.2269, 0.7391, 0.7947], [-0.5530, -0.1124, 0.2481], [-2.4576, 1.3363, -2.4290], [2.4098, -0.0480, 1.9630], [-3.0158, -1.2390, -0.4043], [-4.2302, 0.2254, -2.3862], [-0.6631, 1.9379, -1.9200], [1.3585, 1.7515, 2.0257], [4.1648, -0.8314, 1.6748], [2.6603, -2.1559, 1.7155]]}

---

two | {"formula": "C6H6N2O2", "method": "the ωB97M-V functional and the def2-TZVPD basis", "gap_ev": 10.196, "smiles": "O=c1cc[nH]c(=O)[nH]1.C#C", "symbols": ["O", "C", "C", "C", "N", "C", "O", "N", "H", "H", "H", "H", "C", "C", "H", "H"], "xyz": [[-3.6009, -0.6369, 0.2294], [-2.4332, -0.3240, 0.0406], [-2.0199, 1.0673, -0.0679], [-0.7198, 1.3825, -0.0730], [0.2146, 0.3900, -0.0483], [-0.0386, -0.9955, -0.1702], [0.8001, -1.8774, -0.1717], [-1.4189, -1.2587, -0.1435], [-2.7366, 1.8442, -0.0963], [-0.3585, 2.3535, -0.0304], [1.2593, 0.5514, -0.0880], [-1.6262, -2.2225, -0.0033], [2.7153, -0.3053, 0.5257], [3.6593, 0.2081, -0.0762], [1.7819, -0.8996, 0.7717], [4.5221, 0.7229, -0.5988]]}

---

two takes first place; second place is 113.7 kcal/mol up.

---

one | {"formula": "C6H6N2O2", "method": "the ωB97M-V functional and the def2-TZVPD basis", "gap_ev": 10.264, "smiles": "O=c1cc[nH]c(=O)[nH]1.C#C", "symbols": ["O", "C", "C", "C", "N", "C", "O", "N", "H", "H", "H", "H", "C", "C", "H", "H"], "xyz": [[-1.1981, 0.8581, 1.4656], [-0.8479, 0.3158, 0.4446], [-0.7573, -1.1576, 0.3727], [-0.2143, -1.7439, -0.6488], [0.2651, -0.9503, -1.7508], [0.1143, 0.4280, -1.8947], [0.3232, 1.0615, -2.9455], [-0.2946, 1.0655, -0.6786], [-1.0477, -1.7250, 1.2806], [-0.1424, -2.8061, -0.7623], [0.9423, -1.3478, -2.4040], [-0.3225, 2.1159, -0.7852], [1.2422, -0.0509, 2.4023], [1.2965, 0.1425, 3.5798], [1.4413, -0.1712, 1.3197], [1.3336, 0.1677, 4.6606]]}

---

two | {"formula": "C6H6N2O2", "method": "the ωB97M-V functional and the def2-TZVPD basis", "gap_ev": 8.671, "symbols": ["C", "C", "C", "C", "C", "C", "H", "H", "H", "H", "H", "H", "N", "N", "O", "O"], "xyz": [[0.9578, 1.6674, 1.3283], [1.2223, 0.5324, 1.2582], [-1.5552, -1.3187, -0.2706], [-0.0790, -1.7913, -0.2961], [0.8864, -0.8788, -0.5843], [-0.4751, 1.0865, -0.4182], [0.6931, 2.7082, 1.6970], [1.2231, -0.5674, 1.1710], [-2.4556, 0.2970, -0.5776], [0.3431, -2.8296, -0.6261], [1.9813, -1.1084, -0.6867], [1.3647, 1.2791, -0.4597], [-1.4876, 0.0838, -0.5496], [0.8045, 0.4923, -0.5185], [-2.5809, -1.9024, 0.0423], [-0.8429, 2.2498, -0.5095]]}

---

one takes first place; second place is 122.6 kcal/mol up.

---

one | {"formula": "C4H9O2P", "method": "the ωB97M-V functional and the def2-TZVPD basis", "gap_ev": 9.283, "smiles": "COP(C)O.C#C", "symbols": ["C", "O", "P", "C", "O", "H", "H", "H", "H", "H", "H", "H", "C", "C", "H", "H"], "xyz": [[0.1158, 0.6853, 1.4798], [0.1908, 0.2818, 0.0706], [-0.6137, 0.2931, -1.3657], [-1.1343, 2.1422, -1.5964], [-2.1098, -0.3686, -1.0846], [-0.1512, 1.7284, 1.5675], [1.1502, 0.5271, 1.7832], [-0.6098, 0.1924, 2.0440], [-2.1727, 2.2997, -1.6242], [-0.5923, 2.6688, -0.7217], [-0.6996, 2.5636, -2.5383], [-2.0095, -1.2892, -0.9445], [2.2856, -3.2203, 0.1934], [2.2700, -2.5336, 1.1923], [2.1163, -3.9622, -0.5047], [1.9642, -2.0085, 2.0493]]}

---

two | {"formula": "C4H9O2P", "method": "the ωB97M-V functional and the def2-TZVPD basis", "gap_ev": 11.111, "smiles": "C[C@H]1CO[P@H](=O)C1", "symbols": ["C", "C", "C", "O", "P", "O", "C", "H", "H", "H", "H", "H", "H", "H", "H", "H"], "xyz": [[-1.7295, 0.7121, 0.2103], [-0.4486, 0.2441, -0.4682], [0.6739, 1.1235, 0.0133], [1.8666, 0.4397, -0.1164], [1.7043, -1.1747, 0.1201], [2.3765, -1.8994, -0.9407], [-0.1819, -1.2014, -0.0785], [-2.6250, 0.1033, -0.2283], [-2.0535, 1.7464, -0.0645], [-1.7576, 0.5507, 1.3598], [-0.4819, 0.4671, -1.5205], [0.7841, 2.0076, -0.6255], [0.5011, 1.5066, 1.0429], [2.2589, -1.2805, 1.3675], [-0.6691, -1.3331, 0.9087], [-0.2183, -2.0118, -0.9799]]}

---

two takes first place; second place is 64.0 kcal/mol up.

---

one | {"formula": "CH8NO", "method": "the ωB97M-V functional and the def2-TZVPD basis", "gap_ev": 12.839, "charge": 1, "symbols": ["C", "N", "H", "H", "H", "H", "H", "H", "H", "H", "O"], "xyz": [[-0.5531, 1.0430, -0.2226], [0.8869, 0.5367, -0.3549], [-1.1304, 0.6462, -1.0423], [-1.0781, 0.6193, 0.7323], [-0.6956, 2.0977, -0.1356], [1.0343, -0.3138, 0.1048], [1.5383, 1.0715, 0.1714], [1.1599, 0.4115, -1.3521], [-0.9855, -1.8475, 0.2147], [0.0366, -2.5512, 1.1682], [-0.2133, -1.7132, 0.7160]]}

---

two | {"formula": "CH8NO", "method": "the ωB97M-V functional and the def2-TZVPD basis", "gap_ev": 11.799, "charge": 1, "symbols": ["C", "N", "H", "H", "H", "H", "H", "H", "H", "H", "O"], "xyz": [[1.6346, 0.5386, -0.0675], [0.2153, 0.8794, -0.3878], [2.2602, 0.4592, -0.9542], [1.9459, 1.1769, 0.7509], [1.6779, -0.4477, 0.3835], [-0.0493, 0.6040, -1.3401], [-0.0413, 1.8605, -0.2940], [-0.4048, 0.3281, 0.2134], [-2.2454, -2.4891, 0.8707], [-2.9425, -1.2783, 0.3537], [-2.0506, -1.6315, 0.4714]]}

---

two takes first place; second place is 4.8 kcal/mol up.